# C3H8N2

C3H8N2 in the gas phase in a non-equilibrium geometry (ωB97M-V/def2-TZVPD, the OMol25 dataset).

```
13
Properties=species:S:1:pos:R:3:nbo_charge:R:1
C -1.6941 -0.4004 -0.0916 -0.622
C -0.6118 0.6438 0.1808 -0.441
C 0.7344 -0.0107 -0.3333 0.064
N 1.9773 0.5584 0.1689 -0.476
N 1.7670 -0.8238 0.4297 -0.466
H -2.5785 -0.3621 0.6011 0.214
H -1.3032 -1.3933 -0.0356 0.216
H -2.1142 -0.1510 -1.0988 0.212
H -0.5967 0.9829 1.2391 0.219
H -0.6611 1.6394 -0.3586 0.219
H 0.6529 -0.5392 -1.5321 0.188
H 2.7896 0.6309 -0.6041 0.333
H 1.6383 -0.7750 1.4346 0.337
```

Summary:
E_LUMO   1.259 eV
Charge   0
Frontier orbital gap   10.6819 eV
SMILES   CCC1NN1
Energy above the lowest of the compared OMol25 structures with the same formula, charge and spin   400.2 kJ/mol
Highest occupied orbital energy   -9.423 eV